1.
C34H45N2OPPtS | ωB97M-V/def2-TZVPD

Expectation value of S² ... 6.08
E_tot ... -2365.95971 hartree

The geometry in ORCA input format:
```
! wB97M-V def2-TZVPD RIJCOSX def2/J DEFGRID3
* xyz 0 5
Pt -0.4357 -0.6014 0.2727
O -1.6390 0.3266 3.5131
C -0.8976 -0.3387 4.5245
C -1.2083 -1.8304 4.5940
C -0.8752 -2.6194 3.3144
C 0.5993 -2.6305 3.0228
C 1.4136 -3.6804 3.4395
C 2.7751 -3.6152 3.2014
C 3.2889 -2.5013 2.5556
C 2.4093 -1.5057 2.1644
N 1.0964 -1.5643 2.3875
H -1.2982 0.0449 2.6494
H -1.1847 0.1342 5.4653
H 0.1736 -0.1698 4.3825
H -2.2701 -1.9566 4.8183
H -0.6509 -2.2581 5.4344
H -1.3992 -2.1897 2.4565
H -1.2361 -3.6437 3.4252
H 0.9712 -4.5324 3.9393
H 3.4254 -4.4224 3.5146
H 4.3461 -2.3990 2.3525
H 2.7637 -0.6251 1.6431
N 1.4787 -2.2241 -0.8885
S 2.3542 -1.8292 -2.1415
C 1.2118 -1.9380 -3.5342
C 0.0835 -2.7215 -3.3653
C -0.8139 -2.8600 -4.4167
C -0.5772 -2.2226 -5.6249
C 0.5625 -1.4442 -5.7859
C 1.4629 -1.2987 -4.7423
C 2.5647 -0.0747 -2.1927
C 1.4091 0.8150 -1.8112
C 1.6503 2.2197 -2.2808
C 2.8070 2.6388 -2.8512
C 3.8855 1.7484 -3.0566
C 3.7267 0.3856 -2.7339
H 2.0372 -2.8534 -0.3177
H -0.0908 -3.1847 -2.4041
H -1.7021 -3.4642 -4.2833
H -1.2802 -2.3284 -6.4409
H 0.7511 -0.9432 -6.7266
H 2.3427 -0.6805 -4.8658
H 0.5345 0.4304 -2.3588
H 0.8510 2.9305 -2.1042
H 2.9157 3.6768 -3.1399
H 4.8148 2.0985 -3.4833
H 4.5234 -0.3161 -2.9566
C -1.7557 -2.0376 -0.5567
H -2.7164 -2.0158 -0.0346
H -1.2908 -3.0199 -0.4422
H -1.9302 -1.8609 -1.6192
C 0.9855 0.7698 -0.3392
C 1.7478 1.4776 0.6545
C 1.1931 1.7262 1.9318
C 1.9203 2.3316 2.9366
C 3.2399 2.7187 2.7200
C 3.8107 2.4961 1.4720
C 3.0850 1.8946 0.4584
H 0.1700 1.4289 2.1241
H 1.4530 2.5017 3.8991
H 3.8124 3.1877 3.5097
H 4.8370 2.7895 1.2868
H 3.5711 1.7179 -0.4886
C -4.3831 0.2875 1.6155
C -4.0387 0.6618 0.1776
P -2.2554 1.0319 -0.0520
C -1.9983 2.6605 0.7470
C -2.8393 3.8450 0.2847
C -2.1410 1.3597 -1.8598
C -3.3836 1.8692 -2.5866
H -5.4597 0.1577 1.7340
H -4.0561 1.0467 2.3265
H -3.8936 -0.6431 1.9055
H -4.6448 1.5053 -0.1630
H -4.2652 -0.1722 -0.4928
H -0.9326 2.8699 0.6118
H -2.1223 2.4848 1.8200
H -2.6385 4.0934 -0.7582
H -2.6134 4.7318 0.8794
H -3.9090 3.6519 0.3826
H -1.8072 0.4221 -2.3117
H -1.3105 2.0603 -1.9825
H -4.1911 1.1375 -2.5562
H -3.1543 2.0547 -3.6374
H -3.7660 2.7961 -2.1609
*
```

2.
C35H30AlI2N8O5S2 | ωB97M-V/def2-TZVPD

E_tot ... -3800.27905 hartree

The geometry in ORCA input format:
```
! wB97M-V def2-TZVPD RIJCOSX def2/J DEFGRID3
* xyz 1 1
Al -0.0758 -1.4230 -0.2646
I -3.1812 -5.1736 -0.5948
C -2.3733 -4.2864 1.1325
C -2.5176 -4.8715 2.3894
C -1.9647 -4.2874 3.5039
I -2.2330 -5.2186 5.3867
C -1.2287 -3.0880 3.3993
C -0.6430 -2.3759 4.4617
C 0.0460 -1.2190 4.1987
C 0.1942 -0.7810 2.8761
N -0.3276 -1.4255 1.8578
C -1.0558 -2.5347 2.1033
C -1.6579 -3.1139 0.9551
O -1.4839 -2.5279 -0.1892
H -3.0686 -5.7944 2.4811
H -0.7512 -2.7416 5.4722
H 0.4772 -0.6451 5.0021
H 0.7387 0.1262 2.6555
N 1.5808 0.9393 -4.9684
C 0.4647 0.2857 -5.3460
O -0.1976 0.5698 -6.3175
C 0.1437 -0.8906 -4.4599
C -0.1924 -2.1206 -5.0168
C -0.4122 -3.1936 -4.1681
C -0.3265 -2.9978 -2.8012
N -0.0634 -1.8060 -2.2683
C 0.1751 -0.7800 -3.0776
H 1.8583 1.7433 -5.5094
H 2.0242 0.7933 -4.0731
H -0.2669 -2.2196 -6.0890
H -0.6433 -4.1696 -4.5601
H -0.4854 -3.8040 -2.0999
H 0.3973 0.1566 -2.5872
C -2.9096 4.3350 0.4986
N -1.9233 3.4077 0.0119
N -2.1250 2.0528 -0.0111
C -0.9409 1.4366 -0.3083
O -0.8185 0.1678 -0.3589
C 0.0097 2.4515 -0.4872
C -0.6310 3.6537 -0.2764
C -0.0312 5.0063 -0.3025
C -3.4243 1.4907 -0.0708
C -4.3154 1.9800 -1.0200
C -5.5876 1.4469 -1.0855
C -5.9624 0.4308 -0.2212
C -5.0595 -0.0684 0.7043
C -3.7846 0.4642 0.7903
H -3.7306 3.7948 0.9677
H -3.3126 4.9420 -0.3141
H -2.4594 4.9979 1.2382
H 1.0235 2.2949 -0.7972
H 0.8435 4.9843 -0.9473
H 0.2977 5.3020 0.6937
H -0.7288 5.7558 -0.6622
H -4.0101 2.7564 -1.7056
H -6.2862 1.8223 -1.8152
H -6.9641 0.0348 -0.2614
H -5.3534 -0.8632 1.3718
H -3.0645 0.0934 1.5047
N 5.5417 3.5805 3.0244
C 4.9379 2.7582 2.1277
C 3.5803 2.4294 2.2445
C 2.9695 1.6311 1.2992
C 3.6993 1.1587 0.2239
C 5.0362 1.4890 0.0793
C 5.6576 2.2678 1.0285
S 2.9515 0.1940 -1.0682
O 3.9484 -0.6213 -1.7013
O 2.2436 1.1028 -1.9429
N 1.8321 -0.7958 -0.3696
C 2.2408 -2.0280 -0.0760
S 3.8213 -2.6766 0.0301
C 3.1092 -4.1806 0.5490
C 1.7654 -4.1010 0.5684
N 1.2745 -2.8818 0.2004
H 5.1087 3.7722 3.9108
H 6.5396 3.6844 2.9719
H 3.0228 2.8144 3.0841
H 1.9261 1.3668 1.3747
H 5.5692 1.1090 -0.7757
H 6.7031 2.5129 0.9305
H 3.7365 -5.0054 0.8091
H 1.0796 -4.8784 0.8527
*
```

> The highest E_tot belongs to which entry?

C34H45N2OPPtS

> Which of these has the highest E_tot?

C34H45N2OPPtS

> Which value of E_tot does entry 1 give?

-2365.95971 hartree